No. 1
Entry from the OMol25 dataset: a structure of composition C43H35ClN4O4PtS3 at a distorted geometry (ωB97M-V with the def2-TZVPD basis set).

Summary:
- Highest occupied orbital energy (spin up / spin down): -6.9 / -7.9 eV
- Charge: 0
- Largest force on an atom: 2.19 eV Å⁻¹
- Expectation value of S²: 2.007
- Multiplicity: 3

CARTESIAN COORDINATES (ANGSTROEM)
1 Pt 1.98658 2.10338 0.31707
2 C -6.70046 3.24733 -0.01461
3 C -5.26238 2.82571 0.02970
4 C -4.30326 3.51814 -0.70205
5 C -2.96837 3.16687 -0.63504
6 C -2.58282 2.11022 0.16708
7 C -3.51686 1.41327 0.91076
8 C -4.85113 1.76761 0.83252
9 S -0.82778 1.70582 0.33037
10 O -0.14402 2.94359 -0.13741
11 C -0.71775 0.68492 -1.17897
12 C -0.32642 1.28119 -2.38449
13 C -0.09971 0.50407 -3.48499
14 C -0.26514 -0.89665 -3.42359
15 C -0.02385 -1.72261 -4.54162
16 C -0.25531 -3.06768 -4.48087
17 C -0.72078 -3.65131 -3.29381
18 C -0.92400 -2.88886 -2.17856
19 C -0.70886 -1.49596 -2.21387
20 C -0.90378 -0.67066 -1.07603
21 C -1.29700 -1.21677 0.23597
22 C -2.61804 -1.68758 0.46495
23 C -3.61068 -1.64786 -0.53877
24 C -4.88519 -2.06282 -0.27334
25 C -5.22867 -2.54211 1.00075
26 C -4.28718 -2.59918 1.98979
27 C -2.96522 -2.16597 1.75746
28 C -1.99153 -2.16830 2.77968
29 C -0.73280 -1.69800 2.53705
30 C -0.38711 -1.22644 1.26517
31 S 1.31590 -0.59074 1.05963
32 O 1.92008 -0.83336 2.37215
33 C 1.91512 -1.94084 -0.01242
34 C 2.96464 -1.65634 -0.86796
35 C 3.40321 -2.61047 -1.76851
36 C 2.81827 -3.87000 -1.80581
37 C 3.23165 -4.88917 -2.82486
38 C 1.84009 -4.17153 -0.86538
39 C 1.38503 -3.21727 0.02543
40 H -6.94935 3.66989 -0.98536
41 H -6.88566 4.01309 0.73945
42 H -7.36514 2.41182 0.19171
43 H -4.60647 4.35146 -1.31935
44 H -2.21382 3.71995 -1.17275
45 H -3.19798 0.61681 1.56192
46 H -5.57975 1.22634 1.41736
47 H -0.19302 2.35282 -2.40666
48 H 0.21146 0.95380 -4.41685
49 H 0.34915 -1.26715 -5.44766
50 H -0.08086 -3.68817 -5.34695
51 H -0.90531 -4.71382 -3.26597
52 H -1.26890 -3.34107 -1.26163
53 H -3.35186 -1.27979 -1.52125
54 H -5.64093 -2.02064 -1.04361
55 H -6.24186 -2.86566 1.19084
56 H -4.54446 -2.96380 2.97328
57 H -2.26471 -2.53641 3.75806
58 H 0.03186 -1.68912 3.29918
59 H 3.43496 -0.68691 -0.84379
60 H 4.20668 -2.36723 -2.44699
61 H 3.59366 -4.41007 -3.73194
62 H 2.38757 -5.52268 -3.08823
63 H 4.02629 -5.52246 -2.42787
64 H 1.41666 -5.16515 -0.83848
65 H 0.62105 -3.46659 0.74537
66 S 2.90917 1.59226 -1.90051
67 C 4.54784 1.81285 -1.54940
68 N 4.99106 2.99260 -1.00922
69 C 6.29640 3.23328 -0.88171
70 C 7.21748 2.29622 -1.28052
71 C 6.69633 1.08386 -1.77115
72 N 5.41681 0.86112 -1.90437
73 H 4.26082 3.66051 -0.59368
74 H 6.56705 4.19422 -0.46577
75 H 8.27678 2.47060 -1.20378
76 H 7.34773 0.27504 -2.07322
77 C -0.53337 2.73385 5.44452
78 N 0.56901 2.32794 4.60409
79 C 1.79221 2.03101 5.10206
80 C 2.84885 1.76247 4.30589
81 C 2.64328 1.80666 2.88737
82 O 3.53577 1.64771 2.02479
83 N 1.39436 2.06411 2.44197
84 C 0.33552 2.29174 3.22027
85 O -0.80322 2.46162 2.79745
86 H -0.16724 2.98761 6.43724
87 H -1.28474 1.94403 5.51676
88 H -1.01414 3.60408 4.99349
89 H 1.87332 2.02048 6.18230
90 H 3.82070 1.52626 4.69835
91 Cl 2.79848 4.42500 0.29245



No. 2
Entry from the OMol25 dataset: a structure of composition C43H35CrN2O3S at a distorted geometry (ωB97M-V with the def2-TZVPD basis set).

Summary:
- Highest occupied orbital energy (spin up / spin down): -11.6 / -13.2 eV
- Charge: +2
- Largest force on an atom: 4.95 eV Å⁻¹
- Expectation value of S²: 3.859
- Multiplicity: 4

CARTESIAN COORDINATES (ANGSTROEM)
1 O 4.55657 0.14160 0.05418
2 C 4.35861 0.05478 -1.09543
3 Cr 3.90034 -0.43650 -2.87844
4 C 2.46067 -1.25753 -2.03497
5 O 1.55229 -1.76235 -1.50548
6 C 4.76274 -2.08463 -2.50381
7 O 5.16234 -3.10217 -2.09156
8 C 5.35005 0.54573 -4.17895
9 C 4.55788 1.53033 -3.57458
10 C 3.16956 1.43176 -3.60986
11 C 2.53399 0.37483 -4.29537
12 C 1.11257 0.16834 -4.01860
13 C 0.10841 -0.13606 -3.37996
14 C -1.15321 -0.42544 -2.88351
15 C -1.54767 -1.82129 -2.96910
16 C -0.71732 -2.71125 -3.71920
17 C -0.94315 -4.08697 -3.75212
18 C -2.03809 -4.63211 -3.06441
19 C -2.93387 -3.77188 -2.42051
20 C -2.70693 -2.39355 -2.39973
21 C -2.03559 0.71303 -2.73155
22 C -1.64582 1.95121 -3.32675
23 C -2.41924 3.10502 -3.21056
24 C -3.62794 3.06948 -2.50336
25 C -4.06429 1.85577 -1.96202
26 C -3.27999 0.70624 -2.06189
27 C 3.34148 -0.60908 -4.91879
28 C 4.73514 -0.49842 -4.88557
29 H 6.43516 0.59313 -4.10222
30 H 5.01305 2.35481 -3.02773
31 H 2.52069 2.14038 -3.07604
32 H 0.06620 -2.27229 -4.34393
33 H -0.28280 -4.72849 -4.34266
34 H -2.20051 -5.71026 -3.06135
35 H -3.84037 -4.17101 -1.96088
36 H -3.48296 -1.76205 -1.99222
37 H -0.75945 1.95130 -3.96741
38 H -2.09518 4.02313 -3.70719
39 H -4.22873 3.97369 -2.39923
40 H -5.04526 1.79322 -1.48748
41 H -3.67772 -0.21595 -1.66196
42 H 2.84665 -1.46962 -5.39295
43 H 5.34420 -1.26196 -5.37105
44 C -2.67537 1.35218 5.29733
45 C -2.32866 1.65996 3.84017
46 C -3.56060 2.23176 3.14986
47 C -1.75801 0.44810 3.09373
48 C -0.60695 -0.12870 3.88801
49 N 0.07249 -1.17210 3.11026
50 C 0.86055 -2.15020 3.72207
51 C 1.45352 -3.00560 2.79178
52 C 2.25687 -4.06206 3.22053
53 C 2.41152 -4.25368 4.60406
54 C 1.78200 -3.40869 5.53453
55 C 1.00049 -2.33645 5.09722
56 S 1.04930 -2.52388 1.17371
57 C 0.00320 -1.19694 1.74152
58 N -0.66248 -0.40019 0.96901
59 C -1.35253 0.72912 1.63664
60 C -0.56194 2.02367 1.51136
61 C -1.12705 3.08385 0.79843
62 C -0.50815 4.33309 0.79257
63 C 0.69816 4.51410 1.47664
64 C 1.29475 3.44031 2.14044
65 C 0.67526 2.18481 2.13937
66 H -3.38242 0.51676 5.36665
67 H -1.79590 1.10776 5.89928
68 H -3.14824 2.22452 5.76243
69 H -1.54727 2.43643 3.84621
70 H -4.32873 1.45649 3.04155
71 H -3.98689 3.04475 3.74910
72 H -3.34250 2.64186 2.16073
73 H -2.55955 -0.31178 3.05920
74 H 0.10807 0.66548 4.18751
75 H -0.99719 -0.62042 4.78438
76 H 2.73831 -4.69465 2.47144
77 H 3.03435 -5.07462 4.95967
78 H 1.90411 -3.57867 6.60583
79 H 0.49695 -1.66404 5.78829
80 H -2.26201 0.83210 1.03382
81 H -2.07481 2.92237 0.27857
82 H -0.99669 5.15854 0.27203
83 H 1.17070 5.49751 1.48890
84 H 2.23452 3.57261 2.68224
85 H 1.15636 1.34766 2.64914



No. 3
Entry from the OMol25 dataset: a structure of composition C43H35O8PSe2Ta at a distorted geometry (ωB97M-V with the def2-TZVPD basis set).

Summary:
- Highest occupied orbital energy: -5.3 eV
- Charge: -1
- Largest force on an atom: 3.28 eV Å⁻¹

CARTESIAN COORDINATES (ANGSTROEM)
1 Ta -0.33668 5.24411 18.61046
2 O 2.11527 2.40468 21.70528
3 C 1.83471 3.19397 22.90818
4 C 0.62741 4.06759 22.66402
5 C -0.13421 4.28737 24.02976
6 O 0.61202 5.00888 25.02660
7 C -0.36218 3.44395 21.63539
8 Se -1.66974 4.64746 20.91765
9 C 1.11654 5.41194 22.15089
10 Se 1.74795 5.41502 20.26755
11 H 2.31667 2.94159 20.95269
12 H 2.73404 3.72953 23.20048
13 H 1.58471 2.43784 23.59778
14 H -0.66674 3.35552 24.30357
15 H -0.92134 5.01735 23.78411
16 H 1.00393 4.35932 25.64962
17 H -0.76794 2.59884 22.13454
18 H 0.22269 3.14623 20.74226
19 H 1.88222 5.80359 22.85220
20 H 0.27562 6.19994 22.13457
21 O 2.52130 6.26999 12.72327
22 C 1.73772 6.35368 13.65683
23 C 0.49089 7.29111 13.62692
24 O 0.15330 8.12326 12.81318
25 C -0.32689 6.93523 14.88877
26 C 0.53175 6.04881 15.66039
27 O 0.26874 5.64943 16.86603
28 C 1.70640 5.52673 14.94474
29 O 2.50783 4.61560 15.19308
30 O -1.44348 7.30395 15.16015
31 O -0.02741 2.72901 18.59729
32 C -1.11716 3.24441 18.46724
33 C -2.46209 2.58253 18.24816
34 C -2.68585 1.15444 18.14672
35 C -3.93267 0.71541 17.86791
36 C -5.00902 1.63063 17.69604
37 C -4.78578 2.94830 17.84598
38 C -3.47546 3.45272 17.98015
39 P -2.85782 5.09693 17.51898
40 C -4.08012 6.37646 17.93443
41 C -3.84626 7.68431 17.42301
42 C -4.71362 8.72542 17.62469
43 C -5.93334 8.44383 18.20319
44 C -6.09278 7.25608 18.86737
45 C -5.22407 6.20798 18.68536
46 C -3.11170 4.94987 15.68244
47 C -2.05962 4.37491 14.89991
48 C -2.16816 4.30478 13.53398
49 C -3.25472 4.81464 12.86121
50 C -4.30672 5.36410 13.56520
51 C -4.24497 5.41503 14.95212
52 H -1.84829 0.44521 18.29002
53 H -4.12931 -0.33072 17.54485
54 H -5.96830 1.18579 17.42999
55 H -5.48924 3.71640 17.59086
56 H -2.97246 7.82434 16.83501
57 H -4.49783 9.72978 17.19689
58 H -6.74802 9.16165 18.26792
59 H -6.85739 7.02236 19.53710
60 H -5.45163 5.21056 19.13705
61 H -1.16303 4.11695 15.44671
62 H -1.33642 3.94016 12.97643
63 H -3.36745 4.84144 11.81095
64 H -5.12895 5.94483 13.13570
65 H -5.05913 5.94512 15.44583
66 C 0.12988 12.59994 17.90648
67 C -0.42236 12.00707 19.04889
68 C -0.75113 10.68075 19.06418
69 C -0.32727 9.79716 18.08111
70 C 0.43726 10.42952 17.05298
71 C 0.62652 11.82108 16.92446
72 C -0.51958 8.30760 18.04625
73 C -0.92475 7.40343 18.97494
74 C -1.34576 7.90954 20.27838
75 C -2.68279 8.20898 20.52696
76 C -3.20567 8.62496 21.75993
77 C -2.27355 9.01044 22.73828
78 C -0.91887 8.78735 22.48386
79 C -0.47233 8.28653 21.28156
80 H 0.18212 13.73690 17.84418
81 H -0.74063 12.61644 19.87745
82 H -1.27600 10.40082 19.95863
83 H 0.80269 9.77111 16.28454
84 H 1.13743 12.05712 15.99801
85 H -0.18720 7.93345 17.06968
86 H -3.34460 8.00182 19.70587
87 H -4.27862 8.77138 21.86317
88 H -2.58824 9.32243 23.74817
89 H -0.19402 9.14913 23.17048
90 H 0.55704 8.17483 21.12218



One value per record, in order, for energy above the lowest of the compared OMol25 structures with the same formula, charge and spin: 57.5 0.0 78.4 kJ/mol.